1.
DFT (ωB97M-V/def2-TZVPD) results for a 2-piece molecular cluster, C8H10ClN overall in a non-equilibrium geometry.

Last column: Löwdin charge in e.
Cartesian coordinates (Å):
Cl -2.6987 1.2186 0.0798  0.71
N -1.8967 -1.0644 -1.7126  -0.02
C 1.7199 1.9591 0.0389  -0.09
C 0.3254 1.6646 0.1055  -0.05
C 0.8651 -0.6241 0.1292  -0.04
C -1.5272 -0.0477 0.2799  -0.67
C -1.8151 -1.1164 1.2085  -0.11
C 2.6549 0.9497 -0.0490  -0.11
C -0.1172 0.3532 0.2147  -0.30
C 2.2406 -0.3663 0.0786  -0.06
H 2.0010 3.0733 -0.3046  0.15
H 3.7428 1.1849 -0.0623  0.12
H 2.8829 -1.1447 -0.0423  0.07
H -1.5351 -2.0513 -1.5479  -0.01
H -0.3352 2.5118 0.0380  0.08
H -1.3925 -2.0291 0.7286  0.09
H -1.3584 -0.5944 -2.4498  -0.02
H 0.4756 -1.6627 0.0227  0.12
H -2.8338 -1.3956 1.1612  0.08
H -1.3984 -0.8186 2.0830  0.07

Computed properties:
Gap between HOMO and LUMO (alpha / beta) (hartree): 0.290 / 0.298
E_LUMO (alpha / beta) (eV): -0.3 / -0.3



2.
DFT (ωB97M-V/def2-TZVPD) results for an isolated ion of composition C8H10ClO3 and charge -1 in a non-equilibrium geometry.

Last column: Löwdin charge in e.
Cartesian coordinates (Å):
Cl -2.7378 1.0582 1.3395  0.74
O -4.0826 -0.9326 -0.3259  -0.05
O -2.3632 -2.3595 -0.5924  0.02
O 0.7132 -2.1750 -0.5062  0.00
C -0.0166 -0.2407 0.5282  -0.05
C -2.1230 -0.0348 0.2173  -0.44
C -0.8535 0.4250 -0.5725  -0.52
C -2.9184 -1.3327 -0.2717  -0.77
C 0.5872 -1.5515 0.5550  -0.53
C 1.2525 -2.0559 1.7400  -0.05
C -0.5007 1.9458 -0.3328  -0.12
C -0.5294 -0.0765 -1.9634  -0.03
H -1.0894 2.7440 -0.8455  0.08
H 0.5570 -0.4611 -1.8857  0.11
H 0.4615 -2.3803 2.4550  0.10
H -1.1157 -0.8767 -2.2771  0.05
H 0.1180 0.2743 1.5213  0.11
H -0.3963 2.0737 0.7285  0.02
H -0.5409 0.7283 -2.6559  0.06
H 1.9221 -1.2440 2.0355  0.08
H 1.7780 -2.9957 1.4794  0.09
H 0.5405 2.1975 -0.7770  0.10

Computed properties:
Gap between HOMO and LUMO (alpha / beta) (hartree): 0.272 / 0.272
E_LUMO (alpha / beta) (eV): 3.3 / 3.3
Net charge: -1



3.
DFT (ωB97M-V/def2-TZVPD) results for an isolated ion of composition C8H10ClO5S and charge -1 in a non-equilibrium geometry.

Last column: Löwdin charge in e.
Cartesian coordinates (Å):
Cl -4.8147 -1.2180 -0.5944  0.13
S -3.9191 0.5913 0.2555  0.37
O 0.0830 2.5631 1.2937  0.12
O -4.3290 0.5650 1.6571  -0.41
O 1.3793 4.1039 0.1928  0.16
O -4.5370 1.6118 -0.5652  -0.43
O -0.2069 -0.2170 0.1773  -0.04
C -2.3126 0.5731 -0.2853  -0.24
C 0.3936 0.8110 -0.5252  -0.49
C 0.1609 0.5978 -2.0159  -0.01
C 1.9848 0.9429 -0.1743  0.02
C -1.5372 -0.2328 0.4338  -0.45
C -0.2651 2.1542 -0.1375  -0.07
C -1.7483 -1.2754 1.5142  -0.02
C 0.6181 3.2303 0.2727  -0.54
H -1.1582 2.5831 -0.5216  0.13
H -2.7744 -0.9799 1.9702  0.08
H 1.9925 1.5137 0.8094  0.10
H -0.9137 0.4806 -2.1186  0.07
H 2.3454 1.6024 -1.0372  0.10
H 2.5229 -0.0178 -0.2755  0.08
H 0.4269 1.5649 -2.5062  0.11
H -1.9362 -2.2241 1.0438  0.06
H -0.8555 -1.1606 2.2160  0.11
H 0.6238 -0.2640 -2.3437  0.06

Computed properties:
Structure (SMILES): CC(=C=[S@](=O)([O-])Cl)OC(C)(C)[C@H]1OC1=O
Gap between HOMO and LUMO (hartree): 0.289
E_LUMO (eV): 3.2
Net charge: -1



4.
DFT (ωB97M-V/def2-TZVPD) results for a 2-piece molecular cluster, C8H10ClPS2 overall in a non-equilibrium geometry.

Last column: Löwdin charge in e.
Cartesian coordinates (Å):
Cl -3.1322 1.1205 0.3014  0.13
S 1.4543 1.9190 -1.8281  0.58
S -2.4544 0.2824 -2.7623  0.18
P -1.6066 0.3398 -0.9507  0.18
C -0.1187 -2.7358 1.1411  -0.11
C -2.1313 -3.5258 0.2065  -0.07
C 2.6171 2.5648 0.5221  -0.24
C 2.7344 1.5945 -0.5955  -0.71
C -0.3177 -1.4776 0.6321  -0.12
C -1.4097 -1.2900 -0.1516  -0.51
C -2.3095 -2.3227 -0.4486  -0.10
C -0.9625 -3.7592 0.9158  -0.09
H 1.8679 2.2002 1.1780  0.04
H 2.1984 0.6729 -0.1756  0.05
H -2.9189 -4.2728 0.0540  0.11
H -3.0022 -2.0307 -1.2589  0.08
H 0.4366 -0.7506 0.5315  0.07
H 3.5409 2.4329 1.2437  0.11
H 0.7094 -2.8373 1.8844  0.13
H 3.7418 1.3011 -0.9820  0.08
H 2.5008 3.6018 0.1441  0.07
H -0.7276 -4.7037 1.4398  0.12

Computed properties:
Gap between HOMO and LUMO (alpha / beta) (hartree): 0.256 / 0.249
E_LUMO (alpha / beta) (eV): -1.8 / -2.5



5.
DFT (ωB97M-V/def2-TZVPD) results for C8H10F12KN2O10S4 as an isolated structure in a non-equilibrium geometry.

Last column: Löwdin charge in e.
Cartesian coordinates (Å):
K 7.8552 18.0538 -10.7076  0.78
S 8.4808 19.3419 -14.5150  0.57
S 10.3904 16.3895 -8.2650  0.49
S 9.3017 14.2961 -9.1531  0.76
S 7.6497 16.8586 -14.4075  0.68
F 6.5492 14.3961 -9.6651  0.13
F 5.2494 17.5760 -13.3416  0.21
F 11.2659 18.2406 -9.8910  0.15
F 7.1028 14.9397 -7.6600  0.12
F 7.2276 12.8554 -8.1924  0.13
F 5.2955 15.6737 -14.3455  0.10
F 11.7732 18.7177 -7.8283  0.09
F 9.9579 20.6918 -12.5894  0.13
F 9.1165 21.9667 -14.0841  0.18
F 7.8812 21.1451 -12.5374  0.15
F 6.1391 15.8695 -12.3170  0.08
F 9.6706 19.0457 -8.5596  0.06
O 7.3301 17.0415 -15.8137  -0.29
O 7.2537 19.7836 -15.1505  -0.34
O 9.6818 16.3638 -6.9830  -0.33
O 10.0755 13.6172 -8.1020  -0.31
O 9.5645 19.0829 -15.4547  -0.31
O 4.7267 18.2213 -9.6267  -0.21
O 8.4559 15.6790 -14.1060  -0.30
O 9.3427 13.5487 -10.4334  -0.33
O 11.7492 15.8503 -8.3051  -0.31
O 6.7574 20.0334 -9.1809  -0.32
N 8.2636 18.1794 -13.4572  -0.39
N 9.5463 16.0722 -9.4791  -0.34
C 5.9406 16.5330 -13.5041  -0.65
C 3.7812 17.1988 -9.2863  -0.06
C 7.0166 20.6502 -7.9588  -0.10
C 7.3778 14.1043 -8.6611  -0.61
C 10.7842 18.2604 -8.6755  -0.60
C 4.3479 19.5039 -9.2780  -0.21
C 8.8888 20.9395 -13.3390  -0.70
C 5.4865 20.3937 -9.8298  -0.12
H 5.5016 21.4713 -9.6665  0.13
H 2.8397 17.3680 -9.8087  0.09
H 7.3102 21.6698 -8.2086  0.10
H 7.6908 19.9374 -7.4840  0.10
H 4.1158 16.2710 -9.7506  0.09
H 3.6438 17.0928 -8.2102  0.09
H 3.3757 19.8027 -9.6700  0.13
H 6.1551 20.6831 -7.2919  0.08
H 5.5737 20.1840 -10.8959  0.12
H 4.3365 19.5409 -8.1886  0.12

Computed properties:
Gap between HOMO and LUMO (hartree): 0.328
E_LUMO (eV): 1.7
Net charge: -1



6.
DFT (ωB97M-V/def2-TZVPD) results for a 2-piece molecular cluster, C8H10F2O3S overall in a non-equilibrium geometry.

Last column: Löwdin charge in e.
Cartesian coordinates (Å):
S 3.7616 -1.3690 -0.7984  0.82
F 2.2933 -0.8208 1.4364  -0.02
F 3.9845 0.5158 0.8750  -0.03
O 0.2882 0.6394 -0.9247  0.00
O -2.7365 0.6762 0.8698  0.03
O -1.5202 2.2894 -0.0004  0.18
C 1.9763 2.4436 -1.0027  0.06
C -1.6057 1.1655 0.3394  -0.46
C -0.4900 0.1525 0.1101  -0.23
C -2.7377 -0.7653 1.2623  -0.11
C 3.0463 -0.3347 0.3811  -0.75
C -1.0214 -1.1847 -0.4411  -0.14
C -2.3799 -1.4493 -0.0399  -0.19
C 1.3624 1.3309 -0.7078  -0.13
H 4.2218 -0.3835 -1.5749  -0.11
H -3.0335 -0.9139 -0.6946  0.12
H -2.6283 -2.5745 -0.1560  0.16
H -2.1232 -0.9600 2.1049  0.11
H -0.0396 -0.1085 1.1595  0.20
H 1.4903 3.2400 -1.4709  0.06
H -0.3288 -2.0455 -0.2314  0.15
H 3.0030 2.4216 -0.7683  0.04
H -3.7226 -1.0106 1.7138  0.14
H -1.0604 -0.9546 -1.4413  0.10

Computed properties:
Gap between HOMO and LUMO (alpha / beta) (hartree): 0.295 / 0.311
E_LUMO (alpha / beta) (eV): 0.2 / 0.4